(1)
ORCA calculation (ωB97M-V/def2-TZVPD) on a cluster of 2 separate species, C6H10O in total.

Cartesian coordinates (Å):
1 C 1.4272 1.2180 0.4008
2 C 0.4790 1.9323 -0.2015
3 C -0.8338 1.1857 -0.2515
4 C -0.6189 0.0780 0.7980
5 C 0.9103 -0.1248 0.8658
6 H 2.4662 1.5179 0.5046
7 H 0.6206 2.9099 -0.6535
8 H -0.9844 0.7655 -1.2573
9 H -1.7061 1.8109 -0.0292
10 H -0.9707 0.4340 1.7724
11 H -1.1871 -0.8323 0.5752
12 H 1.2499 -0.4003 1.8707
13 H 1.2601 -0.9058 0.1768
14 C -0.5319 -2.4034 -1.1408
15 O 0.3402 -1.8708 -1.7787
16 H -0.3458 -2.8503 -0.1440
17 H -1.5748 -2.4645 -1.5079

Summary:
- LUMO level: 0.78 eV
- HOMO energy: -9.002 eV
- SMILES string: C1=CCCC1.C=O
- Total charge: 0
- Electronic energy: -8430.1304 eV
- Energy relative to the best compared isomer or geometry (same formula, charge and spin): 1.110 eV
- Spin multiplicity: 1
- Maximum force: 0.58 eV/A

=====

(2)
ORCA calculation (ωB97M-V/def2-TZVPD) on a cluster of 2 separate species, C3H3FN2 in total in a non-equilibrium geometry.

Cartesian coordinates (Å):
1 C -0.4150 -2.0605 -0.1909
2 C -0.8625 -0.9853 0.0639
3 C 0.5938 1.3322 0.1312
4 N 1.4186 0.5361 -0.2227
5 N -1.2392 0.1686 0.5063
6 F -2.0862 0.9989 -0.2434
7 H -0.0089 -3.0300 -0.1437
8 H 0.1761 2.3484 0.4296
9 H 2.4234 0.6915 -0.3302

Summary:
- LUMO level (alpha / beta): 0.01 / 0.01 eV
- HOMO energy (alpha / beta): -8.072 / -8.071 eV
- Total charge: 0
- Electronic energy: -8849.6836 eV
- Energy relative to the best compared isomer or geometry (same formula, charge and spin): 7.395 eV
- Spin multiplicity: 1
- Maximum force: 4.48 eV/A

=====

(3)
ORCA calculation (ωB97M-V/def2-TZVPD) on the molecule CH2O5 in a non-equilibrium geometry.

Cartesian coordinates (Å):
1 O 1.0806 1.4973 0.0766
2 C 1.0398 0.3215 0.0921
3 O 2.0399 -0.5131 -0.1305
4 O -0.0842 -0.4478 0.3525
5 O -1.2401 0.2827 0.6662
6 O -1.9825 0.5151 -0.4690
7 H 1.7689 -1.4400 -0.0500
8 H -2.6224 -0.2157 -0.5378

Summary:
- LUMO level: 0.41 eV
- HOMO energy: -11.370 eV
- SMILES string: O=C(O)OOO
- Total charge: 0
- Electronic energy: -11301.9907 eV
- Energy relative to the best compared isomer or geometry (same formula, charge and spin): 0.000 eV
- Spin multiplicity: 1
- Maximum force: 1.09 eV/A

=====

(4)
ORCA calculation (ωB97M-V/def2-TZVPD) on a structure of composition C45H40Br2N11O3SSiTi in a non-equilibrium geometry.

Cartesian coordinates (Å):
1 Ti 0.7138 1.1283 -0.5422
2 C 0.1454 -3.1264 4.8887
3 C -0.6432 -2.9030 3.6026
4 N 0.1949 -2.5639 2.4767
5 C 0.6470 -1.3256 2.1820
6 S 0.1775 0.0207 3.0771
7 N 1.6158 -1.3641 1.2295
8 N 1.9498 -0.2823 0.5334
9 C 3.2474 -0.2054 0.3018
10 C 4.1451 -1.2520 0.8754
11 C 3.7546 0.9798 -0.3579
12 C 5.1210 1.2444 -0.5354
13 C 5.5227 2.5119 -0.9010
14 C 4.5699 3.5068 -1.0785
15 C 3.2420 3.1421 -0.9838
16 N 2.8383 1.9086 -0.6905
17 H -0.5164 -3.4769 5.6816
18 H 0.6092 -2.1912 5.2027
19 H 0.9287 -3.8728 4.7384
20 H -1.3540 -2.0881 3.7399
21 H -1.2117 -3.7975 3.3358
22 H 0.6178 -3.3091 1.9493
23 H 3.9675 -1.3294 1.9504
24 H 5.1953 -1.0418 0.6959
25 H 3.8968 -2.2315 0.4587
26 H 5.8507 0.4676 -0.3738
27 H 6.5747 2.7307 -1.0356
28 H 4.8298 4.5253 -1.3240
29 H 2.4656 3.8719 -1.1604
30 Br -3.4434 -5.5501 6.1564
31 C -4.1067 -4.8271 4.5160
32 C -4.6321 -5.6825 3.5594
33 C -5.1552 -5.1600 2.3948
34 C -5.1582 -3.7718 2.1387
35 C -4.5764 -2.9356 3.1212
36 C -4.0822 -3.4564 4.3018
37 N -5.8571 -3.3285 1.0490
38 N -5.6635 -2.1198 0.5605
39 C -4.4311 -1.5348 0.4469
40 C -4.3825 -0.1404 0.4763
41 C -3.1981 0.5686 0.3035
42 C -2.0154 -0.0704 0.0337
43 O -0.8805 0.6434 -0.1650
44 C -2.0000 -1.4815 -0.1158
45 N -0.8506 -2.0611 -0.5244
46 C -0.8357 -3.3497 -0.7303
47 C -1.9620 -4.1713 -0.5871
48 C -3.1382 -3.5995 -0.1711
49 C -3.1970 -2.2232 0.1101
50 H -4.6356 -6.7515 3.7307
51 H -5.5907 -5.8145 1.6498
52 H -4.5635 -1.8666 2.9583
53 H -3.6784 -2.7962 5.0584
54 H -5.3067 0.3851 0.6797
55 H -3.1818 1.6496 0.3778
56 H 0.1186 -3.7726 -1.0406
57 H -1.9088 -5.2251 -0.8297
58 H -4.0358 -4.1936 -0.0828
59 N 0.3504 2.8462 -1.7496
60 C 0.3583 3.7347 -2.4919
61 C 0.5053 4.8251 -3.3419
62 C -0.4677 5.1797 -4.3006
63 N -1.2480 5.4947 -5.0911
64 C 1.6933 5.5797 -3.2142
65 N 2.6693 6.1910 -3.1149
66 C 3.4382 -1.2949 -2.8508
67 Si 2.2075 0.0146 -3.4543
68 C 1.6922 -0.5457 -5.1900
69 C 3.1198 1.6362 -3.8030
70 N 0.8524 0.1993 -2.3799
71 C -0.3702 -0.3208 -2.8843
72 C -0.4532 -1.6316 -3.3670
73 C -1.6298 -2.1545 -3.8693
74 C -2.7809 -1.3781 -3.9143
75 C -2.7172 -0.0725 -3.4528
76 C -1.5332 0.4509 -2.9549
77 H 4.4735 -0.9961 -3.0297
78 H 3.2631 -2.2353 -3.3775
79 H 3.3198 -1.4933 -1.7870
80 H 2.4372 -0.2060 -5.9125
81 H 0.7266 -0.1226 -5.4725
82 H 1.6057 -1.6286 -5.2767
83 H 4.1798 1.5808 -3.5466
84 H 2.6933 2.4797 -3.2681
85 H 3.0419 1.8684 -4.8658
86 H 0.4227 -2.2660 -3.2915
87 H -1.6525 -3.1820 -4.2139
88 H -3.7121 -1.7867 -4.2851
89 H -3.6019 0.5516 -3.4710
90 H -1.5213 1.4721 -2.5964
91 Br -0.9864 7.5950 4.2672
92 C 0.1997 6.2755 3.5687
93 C 1.5334 6.3190 3.9404
94 C 2.3981 5.3627 3.4278
95 C 1.9270 4.3823 2.5677
96 C 0.5870 4.3586 2.2044
97 C -0.2881 5.3149 2.7054
98 C 0.0638 3.3278 1.2262
99 O -1.0432 3.4731 0.7404
100 O 0.9131 2.3843 0.9635
101 H 1.8848 7.0853 4.6174
102 H 3.4442 5.3881 3.7048
103 H 2.5817 3.6179 2.1717
104 H -1.3245 5.2853 2.4003

Summary:
- LUMO level (alpha / beta): 3.26 / 3.28 eV
- HOMO energy (alpha / beta): -1.181 / -2.138 eV
- Total charge: -2
- Electronic energy: -251766.5003 eV
- Energy relative to the best compared isomer or geometry (same formula, charge and spin): 1.621 eV
- Spin multiplicity: 2
- Maximum force: 1.20 eV/A

=====

(5)
ORCA calculation (ωB97M-V/def2-TZVPD) on a cluster of 3 separate species, C37H68Cl2N3O7PS2 in total in a non-equilibrium geometry.

Cartesian coordinates (Å):
1 H -4.0608 -0.3942 -1.5275
2 N -3.7184 -1.0055 -2.3286
3 C -2.5689 -0.4212 -2.8028
4 C -1.9096 0.9875 -2.1728
5 C -0.9153 0.6585 -0.9546
6 O -1.6517 0.7478 0.3537
7 C -2.0527 -0.5867 0.8193
8 N -3.1961 -0.3484 1.8285
9 C -4.5118 -0.8777 1.2873
10 C -4.8433 -2.4724 1.0657
11 O -5.4701 0.0302 0.9740
12 C -2.8769 -0.9653 3.1728
13 C -2.9884 -0.0625 4.5726
14 O -2.5326 -2.2634 3.3595
15 C 0.5612 1.4538 -0.8743
16 C 0.8665 2.4188 -2.1496
17 C 2.0281 3.5289 -2.1022
18 C 3.5828 3.0729 -1.9467
19 C 4.2392 2.4139 -3.3394
20 C 5.6514 1.6117 -3.0613
21 C 5.4980 0.1929 -2.2620
22 C 6.8355 -0.0367 -1.2847
23 C 6.4415 -0.6545 0.1947
24 C 6.6152 -2.2988 0.2944
25 C 1.6446 0.2252 -0.9453
26 Cl 1.4526 -1.1152 0.3776
27 C 1.9302 -0.5346 -2.3127
28 C 0.7614 -0.9200 -3.3453
29 Cl 2.7927 -2.1602 -1.8632
30 N 0.4737 2.2064 0.4047
31 C 1.5666 2.2373 1.3722
32 C 2.6327 3.4729 1.3776
33 C 2.8559 4.1782 2.8790
34 C 3.1859 3.0968 4.0656
35 C 3.3565 2.2718 5.1929
36 P -0.3300 3.7631 0.4276
37 C -2.0262 3.8469 -0.4562
38 C -0.9309 4.1229 2.2612
39 C -1.7566 2.7884 2.8406
40 H -2.0066 -0.8786 -3.7482
41 H -1.5237 1.5588 -3.1014
42 H -2.8759 1.5758 -1.7894
43 H -0.7696 -0.5242 -1.0690
44 H -2.5053 -1.2891 -0.0005
45 H -1.1797 -1.0845 1.4505
46 H -4.0976 -2.8859 0.2498
47 H -5.9331 -2.5446 0.6119
48 H -4.6922 -3.1317 2.0326
49 H -3.9610 0.6170 4.5927
50 H -3.0745 -0.7565 5.5334
51 H -2.0608 0.6356 4.7395
52 H 0.9764 1.8565 -3.1987
53 H -0.1274 3.0619 -2.3362
54 H 1.7734 4.4573 -1.3943
55 H 1.9954 4.0438 -3.1866
56 H 3.8605 2.4754 -0.9827
57 H 4.1915 4.0982 -1.8316
58 H 4.5443 3.3551 -4.0096
59 H 3.4572 1.8255 -3.9796
60 H 6.3014 1.4377 -4.0406
61 H 6.3089 2.3435 -2.3879
62 H 4.5473 0.0933 -1.5873
63 H 5.5106 -0.7022 -3.0361
64 H 7.5724 -0.8273 -1.7768
65 H 7.4721 0.9654 -1.1628
66 H 7.0523 -0.1495 1.0586
67 H 5.2979 -0.4343 0.3888
68 H 7.5948 -2.4881 0.9463
69 H 5.7024 -2.8032 0.8391
70 H 6.6799 -2.7795 -0.7798
71 H 2.6917 0.7076 -0.6246
72 H 2.7696 0.0617 -2.9173
73 H 1.1899 -1.5323 -4.2597
74 H 0.1183 -0.0535 -3.7934
75 H -0.0084 -1.6451 -2.7933
76 H 2.2712 1.2790 1.4770
77 H 1.0705 2.2597 2.4641
78 H 2.4411 4.3561 0.6543
79 H 3.7209 3.0599 1.1077
80 H 3.8560 4.8175 2.7418
81 H 2.0235 4.9644 3.1392
82 H 3.5726 1.8310 6.2815
83 H -2.5121 4.8769 -0.0915
84 H -1.9828 3.9276 -1.6215
85 H -2.8019 3.0239 -0.1183
86 H -0.0337 4.2697 2.9960
87 H -1.7119 4.9992 2.2636
88 H -1.0758 1.8176 2.7040
89 H -2.7442 2.5706 2.2534
90 H -1.9302 2.8615 4.0197
91 O -11.8394 0.0812 0.2725
92 S -10.7794 0.8478 -0.3477
93 O -11.0285 2.0955 -1.0417
94 C -9.4921 1.1083 0.8567
95 C -8.5872 -0.1057 0.7078
96 C -8.4434 -0.3331 -0.7963
97 C -9.8392 -0.2382 -1.4100
98 H -9.9262 1.2008 1.8537
99 H -8.9641 2.0283 0.5885
100 H -7.6178 0.0542 1.1889
101 H -9.0554 -0.9823 1.1711
102 H -7.7992 0.4454 -1.2228
103 H -7.9800 -1.2997 -1.0169
104 H -9.8073 0.1794 -2.4195
105 H -10.3368 -1.2117 -1.4250
106 O 5.4790 -4.6833 1.1964
107 S 4.9207 -6.0026 1.4058
108 O 5.3654 -6.8718 2.4769
109 C 3.1462 -5.8591 1.4826
110 C 2.6958 -5.9899 0.0353
111 C 3.5282 -7.1265 -0.5563
112 C 4.9800 -6.8967 -0.1397
113 H 2.8675 -4.9057 1.9347
114 H 2.7693 -6.6883 2.0888
115 H 1.6232 -6.1928 -0.0351
116 H 2.9014 -5.0597 -0.5077
117 H 3.1760 -8.0841 -0.1539
118 H 3.4327 -7.1734 -1.6456
119 H 5.5106 -7.8409 0.0070
120 H 5.5125 -6.2792 -0.8683

Summary:
- LUMO level: -0.71 eV
- HOMO energy: -7.622 eV
- SMILES string: [H]/N=C\C[C@H](OCN(C(C)=O)C(C)=O)[C@](CCCCCCCCC)([C@@H](Cl)[C@H](C)Cl)N(CCCC#C)P(C)CC.O=S1(=O)CCCC1.O=S1(=O)CCCC1
- Total charge: 0
- Electronic energy: -114258.3256 eV
- Spin multiplicity: 1
- Maximum force: 9.40 eV/A